A single C11H23N3O3S molecule in a non-equilibrium geometry. Source: OMol25; level of theory: ωB97M-V with the def2-TZVPD basis set.

XYZ file:
```
41
Properties=species:S:1:pos:R:3
C 1.78182 4.62050 3.30259
S 1.00299 4.97633 1.73429
C -0.40704 3.81219 1.88220
C 0.08274 2.39430 1.85277
C -1.15616 1.51042 1.57378
N -2.25580 1.88426 2.49395
C -0.86172 0.01608 1.59499
O -0.95858 -0.61996 2.67679
N -0.38282 -0.65778 0.51097
C -0.30967 -0.10937 -0.80222
C 0.63858 -0.87332 -1.81419
C 0.26577 -2.29464 -2.06342
C 1.41340 -3.00975 -2.80528
C 1.21391 -4.50801 -3.03512
N 1.38046 -5.17965 -1.70820
C -1.70263 0.07119 -1.45937
O -1.95733 0.27299 -2.65578
O -2.70459 0.06483 -0.56892
H 1.08943 4.56307 4.14034
H 2.48540 5.50841 3.53292
H 2.41287 3.76159 3.23994
H -1.04193 4.05777 1.02026
H -0.96624 4.02489 2.80543
H 0.52655 2.25210 2.85495
H 0.84048 2.17489 1.08270
H -1.49156 1.75910 0.54643
H -3.16684 1.74142 2.11188
H -2.07066 1.31514 3.30936
H -0.26328 -1.68252 0.64332
H 0.04562 0.96247 -0.67510
H 1.60694 -0.93829 -1.38287
H 0.74112 -0.30614 -2.78476
H -0.65245 -2.57356 -2.67874
H 0.05863 -2.81406 -1.11043
H 1.46610 -2.45900 -3.75178
H 2.39459 -2.88648 -2.33557
H 0.24717 -4.74816 -3.48907
H 1.99477 -4.94080 -3.64446
H 1.69710 -6.14745 -1.87422
H 0.47901 -5.26984 -1.18635
H -3.51615 0.27483 -1.08404
```

Values from the calculation:
- F_max (eV/A) = 3.7
- LUMO level (eV) = 0.5
- HOMO level (Eh) = -0.30806
- structure (SMILES) = CSCC[C@H](N)C(=O)N[C@@H](CCCCN)C(=O)O
- multiplicity = 1
- relative energy (zero: lowest compared OMol25 entry of this formula, charge and spin) (kcal/mol) = 27.5